# 1
# C2CuF3O3

A molecular structure, C2CuF3O3 in a non-equilibrium geometry (ωB97M-V/def2-TZVPD, the Open Molecules 2025 dataset).

* LUMO level: -2.344 eV
* gap between HOMO and LUMO: 7.92 eV
* HOMO energy: -10.3 eV

Element x y z (Å)
C  1.224  0.216  0.089
F  2.058  -0.813  0.248
F  1.347  1.006  1.158
F  1.628  0.920  -0.971
O  -1.274  1.582  -0.426
C  -1.249  0.510  0.127
O  0.000  -0.284  -0.097
O  -2.115  -0.295  0.491
Cu  -1.667  -2.106  -0.528

Force components x, y, z for each atom (eV/Å):
C -0.1 0.3 -0.4
F 0.4 -0.3 0.0
F -0.3 0.0 0.1
F 0.3 0.1 -0.2
O 0.2 0.0 1.6
C 0.1 0.8 -3.3
O 0.3 -0.7 0.8
O -0.9 -1.6 0.6
Cu 0.0 1.4 0.9

Results of the natural (NBO) charge analysis, in e, for atoms 1 through 2: 1.173 -0.326

***

# 2
# C2CuFO

A molecular structure, C2CuFO in a non-equilibrium geometry (ωB97M-V/def2-TZVPD, the Open Molecules 2025 dataset).

* LUMO level (spin up / spin down): -0.950 / -3.114 eV
* gap between HOMO and LUMO (spin up / spin down): 6.62 / 7.89 eV
* HOMO energy (spin up / spin down): -7.6 / -11.0 eV
* <S²>: 2.010
* multiplicity: 3
* relative energy (zero: lowest compared OMol25 entry of this formula, charge and spin): 37.9 kcal per mole

Element x y z (Å)
C  0.716  0.836  1.254
C  0.377  0.139  0.025
O  -0.495  0.024  1.137
F  1.142  -1.010  -0.103
Cu  -1.422  0.196  -1.280

Force components x, y, z for each atom (eV/Å):
C -2.7 -0.9 -0.3
C 0.1 -1.4 0.0
O 2.3 1.7 0.4
F -0.6 0.6 -0.6
Cu 0.9 0.1 0.5

Results of the natural (NBO) charge analysis, in e, for atoms 1 through 2: 0.332 0.132

***

# 3
# C2CuLiO4

A molecular structure, C2CuLiO4 in a non-equilibrium geometry (ωB97M-V/def2-TZVPD, the Open Molecules 2025 dataset).

* LUMO level (spin up / spin down): -5.305 / -5.305 eV
* gap between HOMO and LUMO (spin up / spin down): 6.20 / 9.41 eV
* HOMO energy (spin up / spin down): -11.5 / -14.7 eV
* net charge: +1
* <S²>: 0.753
* multiplicity: 2

Element x y z (Å)
O  0.523  0.919  -0.643
Cu  -0.755  1.271  -2.336
C  1.465  1.102  0.141
O  1.731  0.595  1.228
Li  0.779  -0.819  2.076
O  -1.747  -0.650  -1.132
O  -0.791  -1.397  0.843
C  -1.205  -1.021  -0.176

Force components x, y, z for each atom (eV/Å):
O -1.2 -0.2 -1.0
Cu 0.8 -0.2 1.0
C 0.6 0.2 0.5
O -0.5 -0.4 -0.1
Li 0.3 0.4 -0.2
O 0.5 -0.3 0.1
O 0.4 -0.1 -0.2
C -0.7 0.5 0.0

Results of the natural (NBO) charge analysis, in e, for atoms 1 through 2: -0.904 0.969

***

# 4
# C2EuF5NO4S2

A molecular structure, C2EuF5NO4S2 in a non-equilibrium geometry (ωB97M-V/def2-TZVPD, the Open Molecules 2025 dataset).

* LUMO level (spin up / spin down): -4.889 / -6.327 eV
* gap between HOMO and LUMO (spin up / spin down): 8.50 / 5.77 eV
* HOMO energy (spin up / spin down): -13.4 / -12.1 eV
* net charge: +1
* <S²>: 12.012
* multiplicity: 7
* relative energy (zero: lowest compared OMol25 entry of this formula, charge and spin): 38.4 kcal per mole

Element x y z (Å)
Eu  0.147  -2.199  2.467
N  0.242  0.336  -0.326
S  0.551  -1.212  -0.948
O  1.814  -1.114  -1.672
O  0.550  -2.162  0.234
C  -0.777  -1.894  -2.083
F  -1.951  -1.584  -1.433
F  -0.767  -1.027  -3.153
S  0.003  0.471  1.244
O  -1.207  -0.312  1.688
O  1.132  -0.025  2.113
C  0.072  2.359  0.459
F  -1.062  2.439  -0.231
F  -0.141  3.447  1.211
F  1.395  2.477  0.429

Force components x, y, z for each atom (eV/Å):
Eu -0.1 0.0 0.4
N -0.1 -3.5 -0.9
S 4.1 1.0 1.4
O -2.7 -0.7 0.8
O -0.4 0.4 -1.7
C -2.1 5.0 -0.1
F 1.4 -1.6 -0.8
F 0.3 -2.3 1.2
S -0.2 -0.9 -1.2
O 0.7 1.1 0.0
O -0.8 1.0 -0.6
C -1.4 3.0 5.3
F 1.7 -1.4 -2.3
F -0.6 0.0 1.7
F 0.1 -1.3 -3.1

Results of the Mulliken charge analysis, in e, for atoms 1 through 2: 1.538 -0.390

***

# 5
# C2F12N4NaO16S8

A molecular structure, C2F12N4NaO16S8 in a non-equilibrium geometry (ωB97M-V/def2-TZVPD, the Open Molecules 2025 dataset).

* LUMO level (spin up / spin down): 3.302 / -2.639 eV
* gap between HOMO and LUMO (spin up / spin down): 8.01 / 2.05 eV
* HOMO energy (spin up / spin down): -4.7 / -4.7 eV
* net charge: -2
* <S²>: 0.763
* multiplicity: 2

Element x y z (Å)
Na  0.657  0.027  -0.174
N  -0.146  2.229  0.083
S  0.008  3.777  0.029
O  -0.952  4.536  0.801
O  0.655  4.468  -1.096
F  1.275  3.697  1.046
S  -1.268  2.325  -1.194
O  -0.781  2.458  -2.556
O  -2.576  2.882  -0.921
F  -1.751  0.831  -1.159
N  1.221  -0.453  2.123
S  2.779  0.030  2.576
O  3.887  -0.419  1.736
O  3.002  0.361  3.982
F  2.550  1.519  1.985
S  1.160  -1.597  3.059
O  0.469  -1.408  4.339
O  2.286  -2.557  2.979
F  0.051  -2.460  2.324
N  -2.641  0.285  2.554
S  -4.015  1.157  2.690
O  -5.192  0.385  3.096
O  -4.266  2.238  1.725
F  -3.504  1.881  4.052
S  -3.170  -0.680  1.496
O  -3.866  -0.192  0.339
O  -3.388  -2.064  1.991
F  -1.732  -0.839  0.731
C  -0.728  -3.171  -1.736
F  -1.269  -4.280  -2.230
F  -1.551  -2.176  -1.917
F  -0.559  -3.316  -0.406
S  0.924  -2.798  -2.659
O  1.820  -3.693  -1.999
O  0.599  -3.089  -4.024
N  1.256  -1.194  -2.192
S  1.907  -0.639  -3.423
O  2.840  -1.468  -4.234
O  0.960  0.197  -4.216
C  3.072  0.567  -2.542
F  2.323  1.374  -1.777
F  3.975  -0.030  -1.795
F  3.679  1.299  -3.485

Force components x, y, z for each atom (eV/Å):
Na -0.5 0.1 0.9
N -2.7 -0.3 -3.9
S 4.8 6.1 4.2
O 0.6 -1.0 -1.3
O -1.6 -1.7 0.9
F -0.2 0.4 -0.1
S -4.7 -2.7 -2.1
O 0.7 -0.1 1.6
O 2.1 1.1 0.2
F 1.4 -1.5 0.0
N 3.4 3.8 -1.6
S 2.3 4.5 -1.0
O -2.0 -0.1 1.3
O -0.6 -1.6 -2.1
F 0.0 -0.7 -0.1
S -3.8 -8.9 5.4
O 2.1 0.4 -1.8
O -1.0 2.3 0.6
F -0.3 0.1 -0.7
N -2.3 2.2 0.7
S -1.6 3.3 1.4
O 1.7 0.8 -0.4
O 1.0 -2.1 2.2
F -0.6 -0.1 -0.8
S 2.1 -6.6 -3.1
O -1.2 -0.2 1.1
O -0.1 3.1 -1.1
F 1.0 -0.7 0.2
C -0.1 0.4 1.4
F 0.7 0.1 -0.1
F -0.5 0.8 -0.5
F 0.6 -0.1 -1.4
S -2.9 -4.7 2.0
O 0.8 1.0 0.0
O 0.2 1.5 0.0
N -1.7 -2.9 0.8
S 4.9 3.9 -4.6
O -2.2 1.4 1.7
O 0.9 -1.5 1.0
C -0.3 1.1 -0.5
F 0.2 -0.4 -0.2
F -0.3 -0.3 -0.2
F -0.3 -0.4 0.4

Results of the natural (NBO) charge analysis, in e, for atoms 1 through 2: 0.903 -1.082

***

# 6
# C2F3IO

C2F3IO in the gas phase in a non-equilibrium geometry (ωB97M-V/def2-TZVPD, the Open Molecules 2025 dataset).

* LUMO level (spin up / spin down): 0.140 / -3.960 eV
* gap between HOMO and LUMO (spin up / spin down): 7.44 / 6.78 eV
* HOMO energy (spin up / spin down): -7.3 / -10.7 eV
* <S²>: 2.015
* multiplicity: 3
* relative energy (zero: lowest compared OMol25 entry of this formula, charge and spin): 6.4 kcal per mole

Element x y z (Å)
C  0.408  0.062  0.736
C  -0.510  0.082  -0.475
O  0.015  0.098  1.850
F  -1.408  -0.910  -0.289
F  -1.199  1.117  -0.784
F  0.261  -0.267  -1.546
I  2.433  -0.182  0.508

Force components x, y, z for each atom (eV/Å):
C 0.8 0.7 -7.1
C 2.0 -3.2 0.0
O -1.9 0.2 6.9
F -0.4 -0.3 -0.1
F -0.7 2.2 -0.1
F -0.6 0.4 0.1
I 0.8 -0.1 0.2

Results of the natural (NBO) charge analysis, in e, for atoms 1 through 2: -0.069 0.926

***

# 7
# C2F5NO2

2 unconnected molecules or ions with the total composition C2F5NO2 in a non-equilibrium geometry (ωB97M-V/def2-TZVPD, the Open Molecules 2025 dataset).

* LUMO level (spin up / spin down): -0.817 / -0.875 eV
* gap between HOMO and LUMO (spin up / spin down): 8.99 / 9.19 eV
* HOMO energy (spin up / spin down): -9.8 / -10.1 eV
* relative energy (zero: lowest compared OMol25 entry of this formula, charge and spin): 51.2 kcal per mole

Element x y z (Å)
C  -0.285  0.624  -0.263
C  -1.266  -0.362  0.268
N  1.998  -0.107  -0.107
O  2.162  -0.733  0.847
O  2.478  0.220  -1.075
F  -0.413  0.832  -1.599
F  -0.136  1.692  0.542
F  -0.766  -0.725  1.460
F  -1.273  -1.446  -0.566
F  -2.500  0.006  0.492

Force components x, y, z for each atom (eV/Å):
C 1.2 0.5 -0.9
C 1.1 -1.9 0.3
N -5.6 0.6 1.7
O 1.6 -1.5 2.0
O 3.2 1.0 -3.9
F 0.2 0.6 1.8
F -0.5 -0.4 -1.3
F 0.0 -0.4 0.1
F -0.1 0.8 0.7
F -0.9 0.6 -0.4

Results of the natural (NBO) charge analysis, in e, for atoms 1 through 2: 0.592 0.863

***

# 8
# C2F6IrNO4S2

A molecular structure, C2F6IrNO4S2 in a non-equilibrium geometry (ωB97M-V/def2-TZVPD, the Open Molecules 2025 dataset).

* LUMO level (spin up / spin down): -0.819 / -3.777 eV
* gap between HOMO and LUMO (spin up / spin down): 9.01 / 7.17 eV
* HOMO energy (spin up / spin down): -9.8 / -10.9 eV
* <S²>: 6.012
* multiplicity: 5
* relative energy (zero: lowest compared OMol25 entry of this formula, charge and spin): 0.0 kcal per mole

Element x y z (Å)
O  -1.422  1.453  0.823
Ir  -0.861  1.305  -0.858
N  -0.532  -0.367  -2.038
S  -0.603  0.448  1.897
O  -0.004  1.240  3.019
C  -2.075  -0.359  2.738
F  -1.629  -1.230  3.640
F  -2.827  -1.011  1.859
F  -2.823  0.547  3.355
S  0.796  0.274  -2.390
O  1.033  1.429  -1.391
O  1.222  0.550  -3.778
C  2.177  -0.854  -1.828
F  2.060  -1.102  -0.526
F  2.113  -2.011  -2.485
F  3.374  -0.312  -2.037

Force components x, y, z for each atom (eV/Å):
O -2.0 0.2 5.9
Ir -1.1 -1.5 -3.5
N -0.9 1.2 0.3
S 1.6 1.2 2.1
O -1.3 -1.2 -2.2
C -0.8 0.3 0.3
F 0.3 0.2 -0.3
F 0.1 0.0 -0.3
F 0.1 0.1 -0.1
S 4.0 -1.0 -4.2
O 1.9 0.7 -1.1
O -1.4 -0.2 2.9
C 0.2 -0.3 0.1
F -0.2 0.0 0.2
F -0.2 0.3 0.0
F -0.4 0.2 -0.1

Results of the natural (NBO) charge analysis, in e, for atoms 1 through 2: -0.876 1.430

***

# 9
# C2F6NO2S2Sm

A molecular structure, C2F6NO2S2Sm in a non-equilibrium geometry (ωB97M-V/def2-TZVPD, the Open Molecules 2025 dataset).

* LUMO level (spin up / spin down): -4.879 / -4.813 eV
* gap between HOMO and LUMO (spin up / spin down): 7.58 / 8.42 eV
* HOMO energy (spin up / spin down): -12.5 / -13.2 eV
* net charge: +1
* <S²>: 12.007
* multiplicity: 7

Element x y z (Å)
Sm  1.442  2.446  1.084
N  -0.487  -0.676  0.569
S  0.786  -0.603  -0.463
O  1.695  0.633  -0.271
C  1.798  -1.894  0.451
F  1.019  -2.896  0.795
F  2.350  -1.356  1.526
F  2.743  -2.310  -0.370
S  -1.485  0.569  0.751
O  -0.703  1.886  1.007
C  -2.160  0.984  -0.973
F  -1.511  1.999  -1.520
F  -2.049  -0.083  -1.743
F  -3.438  1.301  -0.845

Force components x, y, z for each atom (eV/Å):
Sm 0.3 0.2 0.0
N 0.3 1.2 0.1
S -0.1 -0.1 -0.6
O -0.5 -0.4 0.4
C -0.4 -0.1 -0.2
F 0.1 -0.1 0.0
F 0.1 0.2 0.3
F 0.2 0.0 -0.1
S 0.2 -0.3 0.2
O -0.5 -0.5 0.0
C -0.1 -0.1 0.1
F 0.3 0.2 -0.2
F 0.1 -0.2 -0.2
F -0.1 0.1 0.1

Results of the Mulliken charge analysis, in e, for atoms 1 through 2: 1.577 -0.351

***

# 10
# C2F6NO3PrS2

A molecular structure, C2F6NO3PrS2 in a non-equilibrium geometry (ωB97M-V/def2-TZVPD, the Open Molecules 2025 dataset).

* LUMO level (spin up / spin down): -7.103 / -6.197 eV
* gap between HOMO and LUMO (spin up / spin down): 6.03 / 7.47 eV
* HOMO energy (spin up / spin down): -13.1 / -13.7 eV
* net charge: +1
* <S²>: 3.765
* multiplicity: 4

Element x y z (Å)
O  1.854  1.722  -0.734
Pr  0.538  1.918  1.220
N  -0.217  -0.774  0.487
S  1.387  -0.079  -1.166
C  2.796  -1.100  -0.532
F  2.597  -2.363  -0.881
F  2.956  -1.040  0.777
F  3.923  -0.670  -1.095
S  -1.677  -0.397  0.813
O  -1.752  1.091  1.164
O  -2.408  -1.249  1.757
C  -2.743  -0.471  -0.720
F  -2.337  0.411  -1.621
F  -2.668  -1.688  -1.236
F  -4.002  -0.209  -0.406

Force components x, y, z for each atom (eV/Å):
O -2.2 -3.4 1.9
Pr -0.4 -3.0 -3.3
N 0.9 0.4 1.4
S 0.6 3.6 0.0
C 0.8 0.0 -0.4
F -0.5 0.4 -0.1
F -0.3 0.3 0.6
F -0.2 0.1 0.0
S -2.3 -1.0 0.9
O 1.5 0.9 0.1
O 1.7 1.5 -1.4
C -0.5 -0.3 0.1
F 0.4 0.4 -0.2
F 0.2 0.1 0.1
F 0.2 0.0 0.2

Results of the Mulliken charge analysis, in e, for atoms 1 through 2: -0.657 1.852

***

# 11
# C2FO4

A molecular structure, C2FO4 in a non-equilibrium geometry (ωB97M-V/def2-TZVPD, the Open Molecules 2025 dataset).

* LUMO level: 4.310 eV
* gap between HOMO and LUMO: 9.30 eV
* HOMO energy: -5.0 eV
* net charge: -1
* relative energy (zero: lowest compared OMol25 entry of this formula, charge and spin): 25.1 kcal per mole

Element x y z (Å)
C  1.128  0.156  -0.019
C  -0.386  -0.180  -0.084
O  1.690  1.100  -0.511
O  1.429  -0.824  0.682
O  -1.261  0.145  0.863
O  -1.926  0.912  -0.189
F  -0.674  -1.309  -0.742

Force components x, y, z for each atom (eV/Å):
C -1.0 -0.4 0.1
C -2.8 1.0 0.4
O 0.4 0.7 -0.4
O 0.8 -0.3 0.5
O 1.4 -1.1 0.5
O 1.3 -0.5 -1.2
F -0.1 0.6 0.1

Results of the natural (NBO) charge analysis, in e, for atoms 1 through 2: 0.699 0.782

***

# 12
# C2H10BOSSn

A molecular structure, C2H10BOSSn in a non-equilibrium geometry (ωB97M-V/def2-TZVPD, the Open Molecules 2025 dataset).

* LUMO level: -8.459 eV
* gap between HOMO and LUMO: 3.49 eV
* HOMO energy: -12.0 eV
* net charge: +1
* relative energy (zero: lowest compared OMol25 entry of this formula, charge and spin): 130.2 kcal per mole

Element x y z (Å)
Sn  0.647  -4.189  -1.493
B  3.110  -0.716  -2.567
H  2.632  -0.080  -1.839
H  3.960  -0.194  -2.976
H  3.540  -1.545  -2.026
H  2.419  -0.917  -3.372
C  -0.774  1.615  0.848
S  -2.113  0.362  0.494
O  -1.630  -1.042  0.199
C  -2.558  0.376  2.238
H  -1.206  2.544  1.218
H  -0.206  1.635  -0.082
H  -0.069  1.172  1.552
H  -3.594  0.666  2.409
H  -1.825  0.945  2.810
H  -2.332  -0.632  2.586

Force components x, y, z for each atom (eV/Å):
Sn 0.6 1.4 -0.2
B -1.9 0.0 0.4
H -2.6 1.6 3.1
H 4.0 0.8 -2.5
H 2.6 -3.4 3.0
H -2.9 0.0 -3.6
C 0.7 -1.9 -1.1
S -0.1 0.6 0.6
O 0.6 0.7 0.1
C 0.3 -0.6 0.6
H 0.0 -0.1 -0.4
H -0.2 0.9 -0.1
H -0.2 0.0 0.4
H 0.2 -0.1 0.0
H -0.5 0.5 -0.1
H -0.6 -0.3 -0.2

Results of the natural (NBO) charge analysis, in e, for atoms 1 through 2: 1.387 -0.674